# 1
Molecular formula: C30H50I2N7O7P2SbSi3Ti
Method: DFT, ωB97M-V/def2-TZVPD

Atoms and positions in Å:
Ti 1.0255 -0.9450 1.8281
C -3.1224 0.8866 -0.5451
Sb -0.9742 0.6349 -0.4860
C -1.0035 -0.9647 1.2120
C -1.9007 -0.3544 2.2632
C -2.1277 1.0167 2.4700
C -2.9520 1.4419 3.4944
C -3.5457 0.5065 4.3270
C -3.2881 -0.8268 4.0586
N -2.5069 -1.2414 3.0682
Si -1.8459 -2.6566 0.7556
C -1.8516 -4.0054 2.0790
C -3.6720 -2.3350 0.4033
C -1.1711 -3.4496 -0.7997
C -0.7313 0.5632 -2.7300
C 0.4465 -0.3386 -2.9099
C 1.2244 -0.3783 -4.0737
C 2.2594 -1.2859 -4.1713
C 2.5084 -2.1495 -3.1118
C 1.7155 -2.0307 -1.9873
N 0.7242 -1.1410 -1.8778
Si -0.2172 2.3825 -3.0374
C -1.4012 3.5842 -2.2030
C 1.5089 2.6505 -2.3465
C -0.1724 2.8958 -4.8470
Si -2.1558 0.0086 -3.8595
C -1.5635 -0.2889 -5.6198
C -2.8942 -1.6279 -3.3273
C -3.5116 1.3051 -3.9964
H -3.5649 0.6576 0.4198
H -3.5774 0.2541 -1.3015
H -3.3199 1.9310 -0.7891
H -1.6684 1.7612 1.8339
H -3.1222 2.5015 3.6425
H -4.1908 0.7957 5.1448
H -3.7399 -1.6088 4.6621
H -2.8879 -4.1759 2.3811
H -1.2966 -3.7319 2.9710
H -1.4394 -4.9390 1.6915
H -4.1914 -1.9135 1.2639
H -4.1213 -3.3103 0.1910
H -3.8679 -1.6978 -0.4543
H -0.1925 -3.9067 -0.6522
H -1.1044 -2.7734 -1.6460
H -1.8703 -4.2514 -1.0609
H 0.9986 0.2831 -4.8968
H 2.8579 -1.3329 -5.0730
H 3.2866 -2.9002 -3.1387
H 1.8861 -2.6789 -1.1342
H -1.3383 3.5548 -1.1132
H -2.4399 3.4223 -2.4910
H -1.1257 4.5952 -2.5162
H 1.6468 3.7011 -2.0771
H 2.2737 2.3927 -3.0817
H 1.7017 2.0405 -1.4622
H -1.1489 2.8470 -5.3303
H 0.5317 2.3155 -5.4440
H 0.1588 3.9378 -4.8838
H -0.8619 -1.1219 -5.6776
H -1.1044 0.5813 -6.0885
H -2.4408 -0.5589 -6.2154
H -2.2657 -2.4542 -3.6671
H -3.8792 -1.7535 -3.7850
H -3.0083 -1.7321 -2.2522
H -3.1488 2.2315 -4.4452
H -3.9920 1.5538 -3.0520
H -4.2815 0.9052 -4.6623
N -0.1369 -1.5089 5.9601
C 0.0964 -2.0711 4.7729
N 0.3548 -1.1148 3.9105
C 0.2758 0.0305 4.6422
N -0.0273 -0.1660 5.8992
C 0.5378 1.3033 3.9790
C 0.5355 2.5294 4.6225
N 0.7566 3.6570 3.9617
C 1.0071 3.5501 2.6634
C 1.0213 2.3272 2.0083
N 0.7726 1.2033 2.6689
H -0.3610 -1.9579 6.8320
H 0.0855 -3.1288 4.5724
H 0.3439 2.5881 5.6863
H 1.2011 4.4638 2.1154
H 1.2022 2.2465 0.9455
C 4.3977 2.1980 1.0493
C 4.5332 0.7222 1.4024
O 5.9168 0.4166 1.3005
P 3.6684 -0.3135 0.1777
O 4.3311 -1.6629 0.1609
O 3.8517 0.3939 -1.2241
O 2.1423 -0.2753 0.4520
P 3.8560 0.3879 3.1247
O 5.0473 -0.4457 3.8065
O 3.5654 1.6547 3.8261
O 2.7451 -0.6417 2.9529
H 4.9451 2.3935 0.1282
H 4.8034 2.7969 1.8617
H 3.3592 2.4861 0.9043
H 6.0693 -0.4597 1.6780
H 4.2655 -2.7737 -0.1782
H 4.2789 -0.1625 -1.8884
H 5.5802 0.1269 4.3721
I 1.6130 -3.4598 1.7779
I 4.4098 -4.6117 -0.7646

Computed properties:
LUMO: -1.2 eV
energy above the lowest of the compared OMol25 structures with the same formula, charge and spin: 0.0000 eV



# 2
Molecular formula: C30H50O28Rb3
Method: DFT, ωB97M-V/def2-TZVPD

Atoms and positions in Å:
Rb 5.3852 -6.8678 -3.8809
Rb 6.9498 -6.1429 3.8208
Rb -1.8092 -6.0253 -3.5495
C 2.5539 -3.1061 1.3937
C 2.2406 -3.4643 0.0055
C 2.1648 -2.2741 -1.0286
O 1.9878 -2.5221 -2.2162
C 2.4217 -0.9538 -0.5285
C 2.7115 -0.7411 0.7833
C 2.8209 -1.8682 1.7712
O 3.2158 -1.8117 3.0005
O 2.9130 0.4779 1.1215
O 2.1258 -4.6386 -0.3972
H 2.5776 -3.9664 2.0462
H 2.4140 -0.0877 -1.1736
C -6.9603 -5.3318 1.1169
O -5.8616 -5.0980 1.9990
C -4.8565 -6.0336 1.9872
O -4.6085 -6.7682 1.0184
O -4.1620 -5.9802 3.1306
C -2.8994 -6.6696 3.1050
H -7.0507 -4.3813 0.5912
H -7.8282 -5.4944 1.7560
H -6.8139 -6.1057 0.3634
H -3.0004 -7.7332 2.8890
H -2.3978 -6.7291 4.0709
H -2.2222 -6.1656 2.4155
C 0.0057 -12.6845 0.6125
O -0.0146 -13.9644 1.2051
C -0.6626 -15.0300 0.5494
O -1.3714 -14.8856 -0.4274
O -0.4703 -16.2203 1.2942
C -0.8941 -17.3748 0.6927
H 0.7188 -12.4733 -0.1844
H 0.3648 -12.0236 1.4014
H -0.9847 -12.3276 0.3300
H -0.2342 -18.2101 0.9269
H -0.9408 -17.3449 -0.3959
H -1.8965 -17.5603 1.0787
C 1.6905 1.3197 -7.8734
O 2.2956 2.1615 -8.8640
C 1.7244 2.2383 -10.0860
O 0.7811 1.6345 -10.5126
O 2.4422 3.1658 -10.7582
C 2.0069 3.5138 -12.0492
H 2.4426 0.9616 -7.1704
H 1.6080 0.3175 -8.2941
H 0.7043 1.5486 -7.4694
H 0.9195 3.5662 -12.1029
H 2.3963 2.9073 -12.8669
H 2.2636 4.5394 -12.3144
C -6.6718 -0.5504 5.3052
O -5.2471 -0.4635 5.5125
C -4.6139 -0.9779 6.5431
O -5.1623 -1.6324 7.4171
O -3.2714 -0.6106 6.5570
C -2.4910 -1.0428 7.6438
H -7.1865 -0.0761 6.1408
H -7.0485 -1.5654 5.1790
H -6.9636 0.0643 4.4537
H -2.4597 -2.1272 7.7499
H -2.9152 -0.5486 8.5178
H -1.4357 -0.8060 7.5081
C 9.8653 8.1822 5.0909
O 9.6812 7.8812 3.7653
C 9.3578 6.5747 3.4284
O 9.0441 5.6958 4.2361
O 9.4455 6.4771 2.0745
C 8.9492 5.2788 1.4553
H 10.1854 9.1925 5.3454
H 10.5893 7.5262 5.5743
H 8.9467 8.1055 5.6726
H 8.3068 5.3843 0.5810
H 8.1769 4.8652 2.1039
H 9.6499 4.4453 1.4080
C 0.0452 5.9927 -3.3003
O -0.0589 6.6248 -4.5711
C -1.0370 6.4140 -5.4833
O -2.0485 5.7622 -5.2299
O -0.8543 7.1499 -6.5534
C -1.7502 6.9930 -7.6348
H 0.0081 4.9053 -3.2349
H -0.7741 6.3392 -2.6704
H 0.9983 6.2007 -2.8141
H -1.3084 6.2145 -8.2568
H -1.7685 7.9137 -8.2179
H -2.7792 6.6852 -7.4491
C 2.6403 8.8235 4.1789
O 2.4210 9.6236 5.3135
C 2.4487 10.9501 5.3332
O 2.7045 11.7299 4.4133
O 2.0791 11.2977 6.5784
C 2.1100 12.6653 6.9594
H 2.4845 9.3625 3.2444
H 2.0225 7.9280 4.1127
H 3.6348 8.3970 4.3103
H 1.4565 12.7709 7.8254
H 1.8384 13.3698 6.1733
H 3.1439 12.8591 7.2454
C -7.9755 -1.1066 -3.6880
O -6.9987 -0.3096 -3.1217
C -5.8353 -0.8028 -2.7169
O -5.3383 -1.8662 -3.0791
O -5.2999 0.1365 -1.9960
C -3.9638 0.0992 -1.5214
H -7.8083 -1.5233 -4.6812
H -8.8654 -0.5168 -3.9079
H -8.2958 -1.7911 -2.9025
H -3.8560 0.5119 -0.5184
H -3.2886 0.6059 -2.2109
H -3.7696 -0.9734 -1.5251

Computed properties:
LUMO: -4.1 eV
total charge: +1



# 3
Molecular formula: C30H50P2Pt
Method: DFT, ωB97M-V/def2-TZVPD

Atoms and positions in Å:
Pt -0.6993 -0.8877 -1.9788
C 0.2903 -2.3931 1.0761
C 0.1600 -2.8142 -0.2500
C 1.8853 -1.2278 -0.0943
C 1.3405 -1.3984 1.1796
C 1.0116 -1.9064 -1.1338
C -0.4545 -3.0284 2.1951
H -1.4516 -3.3673 1.8609
H -0.6014 -2.3349 3.0319
H 0.0856 -3.9137 2.5743
C 1.8065 -0.7710 2.4530
H 1.0238 -0.8895 3.2224
H 1.9851 0.3058 2.3151
H 2.7518 -1.1885 2.8391
C 3.2389 -0.7340 -0.4225
H 3.9974 -1.5327 -0.5659
H 3.6123 -0.1343 0.4095
H 3.2117 -0.1262 -1.3455
C 1.7238 -2.5536 -2.2912
H 2.1607 -3.4964 -1.9017
H 2.5312 -1.8977 -2.6408
H 1.0691 -2.7622 -3.1635
C -0.3645 -4.1444 -0.6773
H 0.3290 -4.9109 -0.2590
H -0.3989 -4.2685 -1.7788
H -1.3798 -4.3383 -0.2710
C -2.4350 0.0920 -1.2921
C -2.3443 -1.2929 -0.8541
C -3.1597 -2.3982 -1.4718
C -2.6416 -2.8627 -2.8425
C -1.5377 -2.0316 -3.4535
C -1.7212 -0.6258 -3.7991
C -3.0453 0.0941 -3.7429
C -3.4533 0.5288 -2.3149
H -4.2203 -2.1174 -1.5427
H -3.4987 -2.9725 -3.5107
H -3.0370 -3.2346 -0.7705
H -4.4382 0.0783 -2.1134
H -2.3647 0.8444 -0.4893
H -2.2495 -1.3553 0.2631
H -3.5693 1.6302 -2.2986
H -2.9791 0.9889 -4.3807
H -1.0777 -0.2254 -4.6032
H -3.8626 -0.5225 -4.1580
H -2.1942 -3.8516 -2.7417
H -0.7844 -2.5717 -4.0549
P -1.7792 1.0159 2.2206
C -1.1254 1.1686 3.9015
H -1.8359 1.7584 4.4853
H -0.1429 1.6552 3.8680
H -1.0087 0.1586 4.3166
C -2.7174 2.5379 1.8317
H -3.0127 3.0170 2.7685
H -3.6026 2.2694 1.2350
H -2.0941 3.2146 1.2343
C -3.1690 -0.1403 2.4496
H -3.7926 -0.1609 1.5461
H -3.7743 0.1778 3.3047
H -2.7684 -1.1462 2.6286
P 0.6789 2.4399 -1.4891
C 1.3052 1.4360 -2.9571
H 1.0145 2.0146 -3.8553
H 0.8633 0.4180 -3.0678
H 2.3980 1.3336 -2.9436
C -0.9289 2.8598 -2.2921
H -1.3954 2.0189 -2.8254
H -0.7074 3.6406 -3.0235
H -1.6066 3.2447 -1.5312
C 1.6030 3.9388 -1.9437
H 1.1182 4.3154 -2.8714
H 2.6513 3.6523 -2.1006
H 1.4720 4.6324 -1.1021
C 3.0768 3.9703 2.4110
C 3.6405 3.1655 1.4112
C 2.7917 2.5058 0.5036
C 1.4024 2.7147 0.5024
C 0.8613 3.2735 1.6869
C 1.6994 3.9684 2.5974
H 3.7333 4.5233 3.0929
H 4.7246 3.1012 1.3007
H 3.2564 1.8639 -0.2571
H -0.1985 3.2019 1.9424
H 1.2732 4.5209 3.4521

Computed properties:
multiplicity: 5
LUMO (spin up / spin down): -5.3 / -9.5 eV
energy above the lowest of the compared OMol25 structures with the same formula, charge and spin: 3.0682 eV
total charge: +2
expectation value of S²: 6.026